Entry from OMol25: an isolated ion of composition C2H7N2OS and charge +1 (ωB97M-V/def2-TZVPD).

Output
* E: -663.0515 hartree
* energy relative to the best compared isomer or geometry (same formula, charge and spin): 23.9 kcal per mole
* charge: +1

Each line ends with the Mulliken charge.
Geometry (Å):
H -0.797 -0.577 -1.560  0.303
C -0.543 -0.481 -0.508  0.249
O -1.536 0.188 0.201  -0.552
S 2.311 -0.275 0.015  -0.053
N 0.608 1.728 -0.125  -0.353
H 2.926 0.805 0.011  0.141
N -0.338 -1.768 0.067  -0.601
H -0.352 -1.936 1.123  0.226
H -1.894 -0.470 0.945  0.357
H 1.228 2.453 0.212  0.212
H -0.332 2.165 -0.183  0.274
C 0.794 0.428 -0.221  0.544
H 0.176 -2.519 -0.534  0.253

=====

Entry from OMol25: an isolated ion of composition C2H7N2OS and charge +1 (ωB97M-V/def2-TZVPD).

Output
* E: -663.0751 hartree
* energy relative to the best compared isomer or geometry (same formula, charge and spin): 9.1 kcal per mole
* structure (SMILES): NC(=O)[C@@H]([NH3+])S
* charge: +1

Each line ends with the Mulliken charge.
Geometry (Å):
C -0.053 -0.269 -0.054  -0.535
H 1.608 0.243 0.914  0.372
N -0.669 1.767 -1.271  -0.368
H 0.925 -0.647 1.834  0.395
H -0.455 2.693 -1.722  0.280
O 1.175 1.648 0.157  -0.589
S -1.680 -0.296 0.907  -0.128
H -1.489 1.303 -1.614  0.216
N 1.068 -0.668 0.819  -0.212
H 1.487 -1.602 0.605  0.335
H -0.270 -0.935 -0.825  0.454
H -1.919 -1.715 0.624  0.227
C 0.292 1.109 -0.488  0.553

=====

Entry from OMol25: a 2-piece molecular cluster, C2H7N2P overall (ωB97M-V/def2-TZVPD).

Output
* E: -531.1993 hartree
* energy relative to the best compared isomer or geometry (same formula, charge and spin): 33.0 kcal per mole
* structure (SMILES): [H]/N=P/C=C.N

Each line ends with the Mulliken charge.
Geometry (Å):
H -0.156 0.112 0.902  0.394
P -1.020 -0.605 -1.405  0.094
N -0.689 0.865 -1.760  -0.461
H -0.622 1.062 -2.713  0.248
H 2.248 1.178 -0.847  0.255
H -2.196 -2.276 0.855  0.206
C -0.805 -0.592 0.413  -0.096
H 1.979 1.853 0.558  0.267
H -1.397 -1.486 2.295  0.227
C -1.462 -1.447 1.159  -0.649
N 2.393 1.067 0.152  -0.725
H 1.728 0.270 0.391  0.240

=====

Entry from OMol25: a 2-piece molecular cluster, C2H7N2S overall (ωB97M-V/def2-TZVPD).

Output
* E: -588.0969 hartree
* energy relative to the best compared isomer or geometry (same formula, charge and spin): 24.4 kcal per mole
* charge: -1

Each line ends with the Mulliken charge.
Geometry (Å):
H 0.185 0.992 -0.828  0.192
S -1.029 -0.864 -1.431  -0.724
H 1.274 -1.202 -1.966  0.189
N -0.432 1.504 2.345  -0.803
C -0.637 1.173 1.097  0.229
H 1.255 1.041 0.454  0.226
H 1.142 -1.715 -0.379  0.223
H -1.695 1.171 0.772  0.255
H 0.408 -2.940 -1.568  0.184
N 0.298 1.242 0.121  -0.471
H -1.341 1.388 2.707  0.259
C 0.572 -1.792 -1.324  -0.759

=====

Entry from OMol25: C2H7N2S3 as an isolated structure (ωB97M-V/def2-TZVPD).

Output
* E: -1384.1386 hartree
* energy relative to the best compared isomer or geometry (same formula, charge and spin): 30.4 kcal per mole
* charge: +1

Each line ends with the Mulliken charge.
Geometry (Å):
S 1.504 0.252 -1.595  -0.150
H -1.778 0.030 1.415  0.370
H 1.006 1.474 -2.041  0.187
H -0.170 -1.431 0.909  0.311
H -0.542 -1.387 -0.810  0.402
S -1.095 1.789 0.034  0.042
C 0.822 0.107 0.076  -0.248
H -3.210 0.774 -1.489  0.208
N 0.399 1.287 0.805  -0.356
H 1.462 -0.322 0.795  0.409
H 0.976 2.052 1.171  0.288
C -1.821 0.226 0.328  0.042
S -2.921 -0.372 -0.832  -0.126
N -0.316 -0.827 0.101  -0.379

=====

Entry from OMol25: an isolated ion of composition C2H7N2S3 and charge +1 (ωB97M-V/def2-TZVPD).

Output
* E: -1384.1437 hartree
* energy relative to the best compared isomer or geometry (same formula, charge and spin): 27.2 kcal per mole
* structure (SMILES): C/[N+](S)=C/NSS
* charge: +1

Each line ends with the Mulliken charge.
Geometry (Å):
N -0.811 -0.170 0.115  -0.058
H -1.944 1.432 0.994  0.282
S 3.599 0.662 0.029  -0.158
N 1.339 -1.253 0.146  -0.306
H -2.041 1.087 -0.855  0.297
H -2.288 -1.916 0.966  0.251
H -0.526 1.762 -0.202  0.324
H 0.908 0.816 0.057  -0.007
S -1.784 -1.671 -0.395  -0.077
H 2.955 1.171 -1.046  0.211
H 1.158 -2.250 -0.090  0.325
C 0.473 -0.191 0.154  0.508
C -1.380 1.074 0.079  -0.743
S 3.058 -1.321 -0.024  0.151

=====

Entry from OMol25: one molecule with the formula C2H7N3 (ωB97M-V/def2-TZVPD).

Output
* E: -244.5892 hartree
* energy relative to the best compared isomer or geometry (same formula, charge and spin): 54.1 kcal per mole
* structure (SMILES): [H]/N=C\N(C)N

Each line ends with the Mulliken charge.
Geometry (Å):
C 0.341 -0.180 -1.215  -0.802
N 0.088 0.103 0.196  0.128
H -0.032 2.033 -0.332  0.272
H -0.377 -2.308 0.607  0.232
H 0.638 0.815 -1.798  0.325
N -1.012 -1.774 1.198  -0.695
H 1.196 -0.839 -1.258  0.259
N 0.206 1.489 0.475  -0.683
H -1.022 0.232 1.950  0.393
H 1.185 1.681 0.779  0.228
C -0.718 -0.506 1.195  0.108
H -0.494 -0.745 -1.797  0.235

=====

Entry from OMol25: a 2-piece molecular cluster, C2H7N3 overall (ωB97M-V/def2-TZVPD).

Output
* E: -244.6309 hartree
* energy relative to the best compared isomer or geometry (same formula, charge and spin): 27.9 kcal per mole
* structure (SMILES): [H]/N=C/N.C=N

Each line ends with the Mulliken charge.
Geometry (Å):
C 1.150 -0.999 1.851  -0.315
H -1.033 -1.400 -1.461  0.174
C -0.732 0.492 -1.540  0.043
H 1.713 -1.232 2.759  0.271
N -0.539 -0.641 -1.004  -0.575
H -1.313 0.716 -2.438  0.314
N -0.082 -0.833 2.047  -0.597
H 0.463 1.452 -0.219  0.235
N -0.126 1.604 -1.021  -0.412
H 1.637 -0.861 0.885  0.289
H -0.512 2.529 -1.039  0.213
H -0.625 -0.827 1.180  0.360

=====

The max |F| results, record by record, are as follows: 3.8; 4.2; 3.9; 3.4; 3.2; 5.1; 3.4; 1.2 eV/Å.